47
Properties=species:S:1:pos:R:3:forces:R:3 method="wB97M-V/def2-TZVPD" s_squared=3.754 energy_ha=-3614.79534 gap_ev="4.351 / 8.176" multiplicity=4 total_charge=-1
Ti -1.068 -1.883 1.511 -0.497 -0.930 -0.955
N -3.065 -0.383 3.119 -1.932 0.370 1.174
H -3.220 -0.529 2.098 0.155 -0.815 -1.383
H -3.430 -1.190 3.618 0.098 -0.316 -0.100
H -3.701 0.376 3.346 0.419 0.408 0.431
H -2.072 -0.263 3.387 0.864 0.385 0.079
Cl -1.555 -4.493 1.810 0.286 1.387 -0.222
N -0.333 -0.564 3.283 -2.673 -2.669 -0.773
S 0.831 0.485 3.252 5.180 2.790 1.643
O 2.065 0.269 2.480 -0.744 0.100 -0.178
O 0.897 1.415 4.390 -0.525 -0.968 -1.187
F 0.127 1.429 2.199 -1.635 1.215 -1.466
S 0.740 -1.566 4.128 1.639 0.521 3.010
O 1.150 -1.210 5.468 0.523 0.484 0.478
O 1.495 -2.492 3.347 0.359 -0.488 -1.662
F -0.350 -2.581 4.661 -2.538 -1.048 -0.476
O -3.145 -1.359 0.770 1.231 0.194 0.593
H -3.409 -1.285 -0.153 0.201 -0.036 0.270
O 0.066 -0.651 -0.035 -0.335 -0.612 0.252
P 0.472 0.138 -1.217 -0.346 1.436 -2.740
N -0.594 1.418 -1.525 -0.600 0.066 1.182
C -0.438 2.488 -2.486 1.216 -0.768 -0.158
C -1.795 1.661 -0.686 1.081 -0.873 -0.088
N 0.412 -0.754 -2.672 0.069 -0.825 0.376
C 0.513 -0.267 -4.078 0.194 0.628 1.531
C 0.273 -2.227 -2.575 -0.097 0.745 1.694
N 1.989 0.849 -1.238 -0.184 -0.811 -0.394
C 2.162 2.055 -0.462 -0.409 0.167 0.931
C 3.146 -0.065 -1.211 -0.551 -0.759 0.178
H 0.532 2.375 -2.974 -0.017 0.097 -0.116
H -0.405 3.455 -1.980 -0.360 0.143 -0.096
H -1.208 2.416 -3.255 -0.176 0.368 0.057
H -1.814 0.872 0.064 -0.326 0.185 0.093
H -2.704 1.615 -1.288 -0.030 -0.021 -0.087
H -1.726 2.639 -0.207 0.018 0.032 0.076
H -0.040 0.636 -4.345 -0.886 -0.321 0.485
H 1.513 0.130 -4.274 0.447 -0.942 -0.342
H 0.152 -1.116 -4.651 0.484 0.290 -0.565
H -0.751 -2.563 -2.748 0.076 -0.068 -0.714
H 1.046 -2.807 -3.078 -0.141 0.210 -0.478
H 0.397 -2.462 -1.516 0.142 -0.153 -0.018
H 1.236 2.621 -0.562 0.378 0.507 -0.107
H 2.236 1.833 0.606 0.231 -0.093 0.051
H 3.058 2.592 -0.772 -0.182 0.161 -0.233
H 3.758 -0.083 -2.114 -0.087 0.520 -0.136
H 2.781 -1.088 -1.098 0.078 -0.079 0.071
H 3.773 0.113 -0.338 -0.093 0.184 0.016